(1)
Density functional theory data (ωB97M-V with the def2-TZVPD basis set) for C4H8O3 as an isolated structure.

```
! wB97M-V def2-TZVPD RIJCOSX def2/J DEFGRID3
* xyz 0 1
C 1.86882 0.36784 -0.18897
C 0.66440 0.52060 0.73266
O 0.51938 1.62741 1.39759
C -0.60476 -0.03536 0.22613
O -0.60797 -0.99580 -0.71083
C -1.71299 -1.82576 -0.78852
O -2.64736 -1.78076 -0.05257
H 1.76536 1.09592 -1.00088
H 1.96421 -0.63444 -0.61990
H 2.77214 0.61433 0.37356
H 0.59102 -0.40006 1.44521
H -0.52193 2.12943 0.27732
H -0.99105 1.80114 -0.31237
H -1.49218 0.02341 0.85462
H -1.56710 -2.50791 -1.63306
*
```

- Gap between HOMO and LUMO: 0.3187 hartree

(2)
Density functional theory data (ωB97M-V with the def2-TZVPD basis set) for one molecule with the formula C4H3N3.

```
! wB97M-V def2-TZVPD RIJCOSX def2/J DEFGRID3
* xyz 0 1
N 3.18572 -0.85127 0.45189
C 2.07195 -0.65093 0.21422
C 0.66882 -0.42552 -0.10034
N -0.03637 -1.25304 -0.88546
C -1.31057 -0.74583 -1.01301
C -1.33266 0.49458 -0.11654
N 0.03665 0.63390 0.39896
H -2.01905 0.22150 0.69636
H -1.69013 1.41970 -0.58276
H 0.42091 1.35582 1.00483
*
```

- Gap between HOMO and LUMO: 0.2761 hartree

(3)
Density functional theory data (ωB97M-V with the def2-TZVPD basis set) for one molecule with the formula C3H4O2S.

```
! wB97M-V def2-TZVPD RIJCOSX def2/J DEFGRID3
* xyz 0 1
C 1.28635 0.17583 1.10535
C -0.00264 0.05858 -0.01485
C -0.27196 0.61736 -1.21590
S -1.56671 -0.57024 -0.63041
O -2.75768 -0.01860 -0.08290
O -1.53260 -1.91575 -1.10713
H 1.95907 -0.60557 0.78395
H 0.69452 0.07239 2.01188
H 1.78929 1.11715 1.20949
H 0.40234 1.06884 -2.05948
*
```

- SMILES: CC1=CS1(=O)=O
- Gap between HOMO and LUMO: 0.3895 hartree

no.,F_max (Eh/bohr),total energy (eV),molar mass (g/mol)
1,0.012,-10415.7128,104.10
2,0.024,-8663.1936,93.09
3,0.087,-18101.4216,104.13